Molecular formula: C4H5ClO2S
Method: DFT, ωB97M-V with the def2-TZVPD basis set

The geometry in XYZ format:
```
13
Properties=species:S:1:pos:R:3:nbo_charge:R:1
O -0.052 1.405 -0.979 -0.70
C -0.881 0.395 -0.472 0.00
C -0.612 0.508 1.016 -0.10
S -1.462 1.107 2.235 0.15
C 0.562 -0.470 0.881 0.03
O 1.819 0.049 0.784 -0.67
C -0.150 -0.942 -0.450 -0.28
Cl 0.868 -1.303 -1.822 -0.02
H 0.327 1.104 -1.801 0.48
H -1.910 0.475 -0.799 0.19
H 0.506 -1.202 1.657 0.20
H 1.816 0.682 0.034 0.49
H -0.830 -1.808 -0.283 0.24
```

Calculated values
- relative energy (zero: lowest compared OMol25 entry of this formula, charge and spin) (eV) = 1.8783
- spin multiplicity = 1
- energy (eV) = -31679.84132
- Kohn-Sham gap (eV) = 8.16
- LUMO energy (eV) = -0.755
- SMILES string = O[C@@H]1C(=S)[C@H](O)[C@@H]1Cl

Molecular formula: C30H70
Method: DFT, ωB97M-V with the def2-TZVPD basis set

The geometry in XYZ format:
```
100
Properties=species:S:1:pos:R:3:mulliken_charge:R:1
C -2.659 1.423 4.020 -0.56
C -3.262 1.535 2.657 -0.49
C -2.321 1.046 1.583 -0.15
C -2.962 0.970 0.103 -1.12
C -1.926 0.411 -0.870 0.92
C -2.386 0.525 -2.284 -1.85
H -2.265 0.310 4.296 0.00
H -3.485 1.701 4.683 0.40
H -1.744 2.024 3.934 0.09
H -3.490 2.635 2.403 0.24
H -4.145 0.854 2.521 0.32
H -1.920 0.174 1.784 0.56
H -1.453 1.706 1.446 -0.16
H -3.309 2.011 -0.338 0.28
H -3.746 0.338 0.123 0.50
H -1.600 -0.764 -0.728 0.09
H -0.843 0.808 -0.825 -0.34
H -2.627 1.542 -2.559 0.37
H -3.404 -0.132 -2.476 0.23
H -1.744 0.228 -2.851 0.68
C 1.893 -1.016 -3.446 -1.53
C 1.582 -0.933 -1.934 0.61
C 2.758 -1.200 -1.064 -1.01
C 2.282 -1.581 0.378 -0.70
C 1.777 -0.352 1.189 0.15
C 1.123 -0.723 2.458 -1.54
H 2.093 -2.020 -3.823 0.33
H 2.949 -0.403 -3.653 0.25
H 1.076 -0.611 -3.986 0.43
H 0.665 -1.558 -1.678 0.20
H 1.445 0.066 -1.690 -0.20
H 3.494 -0.441 -0.985 0.51
H 3.351 -1.998 -1.550 0.37
H 3.149 -2.199 0.886 0.27
H 1.394 -2.214 0.333 0.39
H 1.165 0.301 0.751 -0.04
H 2.719 0.198 1.392 0.28
H 1.056 0.087 3.099 0.52
H 1.641 -1.517 2.917 0.50
H 0.216 -1.161 2.103 0.21
C 0.735 -4.996 -5.210 -1.02
C -0.449 -4.924 -6.187 -0.55
C -0.195 -4.097 -7.393 -0.89
C -1.268 -4.203 -8.514 -1.04
C -1.076 -3.233 -9.778 -0.36
C -2.365 -3.065 -10.637 -1.20
H 1.611 -5.242 -5.801 0.34
H 0.717 -5.623 -4.383 0.43
H 0.844 -3.918 -4.714 0.01
H -1.274 -4.642 -5.802 0.52
H -0.815 -5.999 -6.551 0.29
H 0.757 -4.189 -7.860 0.41
H -0.233 -3.171 -7.291 0.60
H -2.214 -4.081 -8.173 0.53
H -1.118 -5.117 -8.921 0.39
H -0.109 -3.668 -10.289 0.24
H -0.850 -2.113 -9.384 0.26
H -2.110 -2.214 -11.129 0.41
H -3.329 -2.813 -10.066 0.29
H -2.462 -3.884 -11.312 0.32
C -1.005 -2.826 5.984 -0.69
C 0.095 -2.325 6.998 -0.92
C 0.644 -0.801 6.842 -0.29
C -0.419 0.301 7.119 -0.27
C 0.140 1.688 7.266 0.26
C -0.846 2.717 7.654 -1.31
H -1.861 -2.088 5.942 0.21
H -1.139 -3.876 6.282 0.35
H -0.456 -2.834 4.898 0.08
H 0.929 -2.955 7.057 0.49
H -0.343 -2.462 8.034 0.32
H 1.031 -0.765 5.843 0.06
H 1.536 -0.743 7.572 0.29
H -0.828 0.175 8.069 0.36
H -1.307 0.103 6.432 -0.02
H 0.389 2.107 6.336 -0.43
H 1.023 1.550 7.844 0.47
H -1.478 2.307 8.284 0.55
H -1.724 3.069 6.955 0.24
H -0.470 3.884 8.019 0.24
C 1.905 3.639 3.461 -1.39
C 1.067 3.591 2.173 0.62
C 1.770 4.505 1.109 -0.92
C 1.009 4.358 -0.111 -0.43
C 1.574 5.072 -1.328 -1.47
C 2.768 4.254 -1.950 -1.17
H 1.943 4.649 3.838 0.49
H 3.032 3.533 3.273 0.32
H 1.539 3.149 4.333 0.10
H -0.028 3.726 2.256 0.32
H 1.168 2.542 2.018 -0.32
H 2.714 4.203 1.121 0.66
H 1.658 5.529 1.499 0.28
H 0.050 4.795 -0.163 0.39
H 0.875 3.441 -0.456 0.22
H 1.854 5.972 -1.040 0.64
H 0.883 5.262 -2.047 0.61
H 3.148 4.941 -2.763 0.31
H 2.239 3.597 -2.412 0.44
H 3.593 4.151 -1.120 0.28
```

Calculated values
- relative energy (zero: lowest compared OMol25 entry of this formula, charge and spin) (eV) = 10.3334
- spin multiplicity = 1
- energy (eV) = -32234.39433
- Kohn-Sham gap (eV) = 11.16
- LUMO energy (eV) = 0.777
- SMILES string = CCCCCC.CCCCCC.CCCCCC.CCCCCC.CCCCCC

Molecular formula: C3H3FO2
Method: DFT, ωB97M-V with the def2-TZVPD basis set

The geometry in XYZ format:
```
9
Properties=species:S:1:pos:R:3:nbo_charge:R:1
O -1.538 -1.164 1.140 -0.54
C -1.705 -0.603 0.129 0.65
O -0.817 0.262 -0.417 -0.49
C 0.390 0.289 0.214 0.01
C 1.578 0.517 -0.320 0.19
F 1.680 0.500 -1.644 -0.33
H -2.563 -0.715 -0.570 0.13
H 0.475 0.233 1.293 0.20
H 2.500 0.679 0.176 0.18
```

Calculated values
- relative energy (zero: lowest compared OMol25 entry of this formula, charge and spin) (eV) = 0.9082
- spin multiplicity = 1
- energy (eV) = -9970.65214
- Kohn-Sham gap (eV) = 10.69
- LUMO energy (eV) = 0.935
- SMILES string = O=CO/C=C\F